1.
DFT (ωB97M-V with the def2-TZVPD basis set) results for C41H35As2Br2F5IMoN4O10S2 as an isolated structure in a non-equilibrium geometry.

Results
Maximum force ... 1.87 eV/Å
LUMO level (spin up / spin down) ... -4.122 / -3.815 eV
HOMO (spin up / spin down) ... -10.0641 / -10.0648 eV
Relative energy (zero: lowest compared OMol25 entry of this formula, charge and spin) ... 128.3 kJ/mol
Net charge ... +1
Kohn-Sham gap (spin up / spin down) ... 5.94 / 6.25 eV
<S²> ... 2.0326
Spin multiplicity ... 3

Structure (XYZ):
```
103
Properties=species:S:1:pos:R:3:forces:R:3:lowdin_spin:R:1
Mo -0.6543 -0.5776 -1.1249 1.78 -0.10 -0.56 1.832
Br 0.8822 1.5509 -0.0159 -0.03 -0.06 0.35 0.011
C 1.4651 3.2223 -0.8888 -0.16 -0.08 -0.24 0.001
Br 0.4343 3.8806 -2.3331 0.01 -0.02 0.00 0.003
H 2.4613 3.0041 -1.2402 0.12 0.00 0.04 0.001
H 1.4435 3.9331 -0.0767 0.02 0.05 0.09 -0.001
I -1.7075 -1.9925 1.2861 0.26 0.15 -0.41 0.004
C -0.0472 -3.2500 1.1905 -0.39 -0.04 0.22 -0.001
C -0.0450 -4.4088 1.9092 0.05 -0.04 0.07 0.002
C 1.0935 -5.2376 1.8685 -0.08 -0.01 0.02 -0.001
C 2.1761 -4.8656 1.1262 0.08 -0.03 0.00 0.001
C 2.1801 -3.6521 0.4001 0.02 0.02 -0.05 -0.002
C 3.3213 -3.2485 -0.3388 0.03 0.00 -0.02 0.003
C 3.3294 -2.0626 -1.0092 0.02 -0.07 0.04 -0.002
C 2.1861 -1.2355 -0.9929 0.04 0.14 0.16 -0.002
C 1.0228 -1.6006 -0.3443 -0.07 0.15 0.39 -0.040
C 1.0359 -2.8125 0.4125 0.09 -0.09 -0.06 0.000
H -0.9008 -4.6827 2.5123 0.04 -0.02 -0.01 0.000
H 1.0999 -6.1619 2.4311 0.00 0.03 -0.02 0.000
H 3.0569 -5.4970 1.0877 -0.03 0.05 0.00 0.000
H 4.1959 -3.8908 -0.3413 -0.06 0.03 0.01 0.000
H 4.2128 -1.7355 -1.5442 -0.04 -0.01 -0.01 0.000
H 2.2542 -0.2935 -1.5160 -0.01 0.04 0.00 0.000
N -8.4097 3.4931 -0.4977 0.10 -0.08 -0.10 0.000
C -7.0801 3.1684 -0.6138 -0.05 0.00 0.05 0.000
C -6.5602 2.0419 0.0385 -0.06 -0.03 0.04 0.000
C -5.2342 1.6942 -0.1052 0.05 0.10 0.00 0.000
C -4.4083 2.4641 -0.9112 -0.06 -0.23 -0.07 0.000
C -4.9023 3.5858 -1.5691 0.00 -0.05 -0.01 0.000
C -6.2277 3.9356 -1.4168 -0.01 0.09 -0.01 0.000
S -2.7098 2.1348 -1.1663 0.11 0.09 -0.15 0.007
O -2.3978 2.3843 -2.5494 -0.15 -0.08 0.15 0.004
O -1.9470 2.8161 -0.1661 0.18 -0.22 0.14 0.000
N -2.4360 0.4597 -0.9302 -0.72 0.38 -0.46 0.037
C -3.0587 -0.3930 -1.8145 -0.29 -0.17 -0.19 0.013
N -4.2272 -0.1839 -2.4054 0.05 0.07 0.06 0.003
C -4.6632 -1.1350 -3.2182 -0.03 0.17 0.10 0.008
C -3.9597 -2.3103 -3.4689 -0.15 -0.02 -0.08 0.005
C -2.7498 -2.4509 -2.8460 0.37 -0.13 0.11 0.004
N -2.2900 -1.5002 -2.0255 -0.55 0.23 0.14 0.004
H -8.9548 3.0607 0.2244 -0.01 0.01 0.06 0.000
H -8.7164 4.3993 -0.8000 0.00 0.03 0.02 0.000
H -7.2095 1.4394 0.6659 0.03 0.05 -0.04 0.000
H -4.8330 0.8388 0.4157 0.01 0.00 -0.02 0.000
H -4.2469 4.1767 -2.1970 -0.07 -0.03 -0.02 0.000
H -6.6165 4.8110 -1.9252 0.03 -0.05 0.02 0.000
H -5.6266 -0.9475 -3.6824 0.06 -0.03 -0.01 0.000
H -4.3391 -3.0730 -4.1314 -0.01 0.01 0.03 0.000
H -2.1290 -3.3228 -2.9853 0.13 -0.02 0.00 0.000
F 4.1361 -3.3669 -5.4097 0.05 -0.05 -0.02 0.002
C 3.1973 -2.5676 -4.9256 0.04 -0.08 -0.02 0.006
C 2.2313 -3.0613 -4.0728 -0.03 -0.10 0.00 0.000
F 2.2393 -4.3424 -3.7144 0.00 -0.01 0.01 -0.001
C 1.2628 -2.2100 -3.5849 -0.02 0.01 -0.08 0.007
F 0.3619 -2.7302 -2.7333 -0.44 -0.19 -0.10 0.013
C 1.2122 -0.8620 -3.8923 -0.11 -0.01 -0.05 0.011
S 0.0239 0.2907 -3.2740 -0.15 -0.06 0.28 0.061
C 2.2069 -0.3947 -4.7462 -0.04 0.17 0.01 0.005
F 2.2506 0.8980 -5.0641 -0.02 -0.02 -0.04 0.002
C 3.1809 -1.2268 -5.2619 0.15 0.11 -0.09 -0.001
F 4.1176 -0.7405 -6.0683 -0.02 0.00 0.00 -0.001
C 3.2885 3.2038 4.7454 -0.03 -0.02 -0.01 0.000
O 2.1523 2.3656 4.4711 -0.03 0.03 -0.07 0.000
C 1.3694 2.0669 5.5194 -0.05 0.05 -0.02 0.000
O 1.5658 2.4771 6.6314 -0.03 -0.04 0.10 0.000
C 0.3508 1.0314 5.1254 0.50 -0.04 -0.29 0.000
C -0.3010 0.3599 6.0885 -0.13 0.04 0.16 0.000
As -1.6490 1.5200 6.9963 -0.17 -0.14 -0.09 0.000
C -1.1206 3.3987 6.8874 0.03 -0.02 0.00 0.000
C -2.6365 1.4014 5.2349 -0.04 0.07 -0.15 0.000
C -2.1992 0.9386 4.0497 -0.21 -0.10 0.16 0.000
As -0.3042 0.8585 3.2730 -0.29 0.19 0.51 0.000
C -0.3780 2.8145 2.9856 -0.02 0.02 -0.13 0.000
C -3.1775 0.4398 3.0367 0.07 0.05 0.02 0.000
O -3.1081 0.6911 1.8554 -0.06 0.08 0.06 0.000
O -3.9984 -0.4787 3.5593 0.10 -0.10 0.00 0.000
C -5.0344 -0.9982 2.7216 0.00 0.10 0.02 0.000
C -4.0883 1.8012 5.3389 0.02 -0.06 0.07 0.000
O -4.8489 1.9484 4.4164 0.07 0.03 -0.07 0.000
O -4.4284 2.0758 6.6068 0.03 0.03 0.06 0.000
C -5.7645 2.5768 6.7989 0.08 -0.06 -0.07 0.000
C -0.8062 -1.0116 5.7021 0.04 -0.08 0.16 0.000
O -0.6365 -1.4663 4.5931 -0.09 -0.04 -0.09 0.000
O -1.3668 -1.8166 6.6086 -0.05 0.13 0.04 0.000
C -1.4510 -1.5330 8.0131 0.11 -0.02 -0.04 0.000
H 3.5282 3.7092 3.8151 -0.01 -0.03 -0.03 0.000
H 4.1265 2.5854 5.0598 0.00 -0.03 0.03 0.000
H 3.0573 3.9218 5.5250 -0.04 0.04 0.02 0.000
H -0.3760 3.6018 7.6489 0.01 0.00 0.06 0.000
H -2.0355 3.9473 7.1125 -0.04 -0.02 0.00 0.000
H -0.7448 3.7087 5.9203 0.03 0.00 -0.06 0.000
H 0.6021 3.1899 2.7041 0.03 -0.02 -0.03 0.000
H -1.0824 2.9871 2.1695 -0.01 -0.06 0.01 0.000
H -0.7322 3.3339 3.8707 0.00 0.05 0.06 0.000
H -4.7394 -0.9934 1.6746 0.04 -0.02 -0.02 0.000
H -5.9261 -0.3848 2.8509 0.00 0.03 -0.01 0.000
H -5.2231 -2.0142 3.0529 -0.01 -0.02 0.05 0.000
H -5.8342 2.8348 7.8494 0.01 -0.01 0.03 0.000
H -6.4919 1.8104 6.5417 0.00 -0.04 0.01 0.000
H -5.9330 3.4479 6.1712 0.02 0.04 -0.01 0.000
H -1.5368 -2.5004 8.4977 0.03 -0.04 -0.02 0.000
H -2.3321 -0.9407 8.2347 -0.10 0.05 -0.02 0.000
H -0.5624 -1.0229 8.3745 0.09 0.05 -0.02 0.000
```
Positions in Å, forces in eV/Å.



2.
DFT (ωB97M-V with the def2-TZVPD basis set) results for an isolated ion of composition C3H12N3O and charge +1 in a non-equilibrium geometry.

Results
Maximum force ... 4.68 eV/Å
LUMO level ... -3.018 eV
HOMO ... -13.3552 eV
Relative energy (zero: lowest compared OMol25 entry of this formula, charge and spin) ... 279.6 kJ/mol
Net charge ... +1
Kohn-Sham gap ... 10.34 eV

Structure (XYZ):
```
19
Properties=species:S:1:pos:R:3:forces:R:3:nbo_charge:R:1
C 1.1160 0.7537 0.5967 -1.47 -2.35 -3.33 -0.659
C -0.7304 -0.4797 -1.0160 2.98 0.93 1.27 0.294
C -0.2022 -0.0603 0.6209 -0.79 1.71 -1.87 0.276
N 0.1933 -1.2684 -1.8139 -1.94 -0.21 1.72 -0.843
N -0.2765 -1.0063 1.6549 1.68 -1.83 0.45 -0.872
N -1.3088 0.9562 1.1341 0.34 0.11 -4.67 -0.721
O -0.9546 0.7682 -1.5805 0.10 0.88 -2.19 -0.765
H 1.2295 1.6584 1.0694 -0.37 2.13 1.32 0.233
H 1.7306 0.0554 1.0275 2.34 -1.22 1.01 0.225
H 1.4396 0.8712 -0.4659 -0.25 0.06 0.84 0.242
H -1.6277 -0.9753 -0.7720 -1.26 -1.11 -0.29 0.148
H 0.4152 -2.1360 -1.3153 0.34 0.45 -0.76 0.391
H 0.9521 -0.7588 -2.2248 0.48 0.05 0.28 0.391
H 0.6332 -1.3566 2.0114 -0.75 0.69 -0.36 0.403
H -0.7902 -1.8527 1.4538 -0.47 0.02 -0.22 0.390
H -2.1519 0.4295 1.2552 -0.51 -0.09 1.17 0.434
H -0.7942 1.3435 1.8808 -0.51 0.86 1.58 0.445
H -1.5014 1.6045 0.3173 0.44 -0.29 1.29 0.457
H -0.8306 0.8505 -2.6034 -0.37 -0.79 2.78 0.530
```
Positions in Å, forces in eV/Å.



3.
DFT (ωB97M-V with the def2-TZVPD basis set) results for C32H80BaN5O11Zn as an isolated structure in a non-equilibrium geometry.

Results
Maximum force ... 4.40 eV/Å
LUMO level ... -11.453 eV
HOMO ... -12.8612 eV
Relative energy (zero: lowest compared OMol25 entry of this formula, charge and spin) ... 0.0 kJ/mol
Net charge ... +3
Kohn-Sham gap ... 1.41 eV

Structure (XYZ):
```
130
Properties=species:S:1:pos:R:3:forces:R:3:lowdin_charge:R:1
Ba 1.2570 -3.1414 4.1041 0.30 -0.19 -0.73 1.957
Zn 2.9172 0.3705 4.2753 -0.86 0.60 -4.27 1.069
C 1.4330 0.2992 0.5367 0.75 -0.63 0.32 -0.054
C 1.5310 -0.9111 1.4607 -2.67 0.35 0.85 -0.437
O 2.3824 -0.8772 2.5759 1.51 -0.28 2.41 -0.483
H 0.5917 0.1836 -0.1461 0.27 -0.31 -0.20 0.053
H 2.3837 0.3765 0.0090 -0.18 0.46 -0.29 0.091
H 1.1892 1.2166 1.0730 0.32 -0.02 0.27 0.070
H 1.5424 -1.8819 0.9609 1.28 -0.06 -0.66 0.098
H 0.5052 -1.0532 1.8148 -0.77 0.39 0.46 0.071
C 5.2326 1.2923 1.6636 1.52 0.05 -1.54 -0.065
O 4.3445 1.5421 2.7150 -0.15 -1.47 2.20 -0.235
C 4.1164 2.9026 2.9827 0.23 0.78 -2.64 -0.211
C 3.2494 3.0654 4.1162 -1.01 0.11 2.53 -0.197
N 1.9940 2.2483 4.0430 1.78 0.59 1.56 -0.077
C 1.2628 2.5394 5.2968 -1.97 -0.86 0.09 -0.166
C -0.1871 1.9836 5.1034 1.58 0.49 1.95 -0.281
O -0.8147 2.9693 4.3886 -3.00 -1.08 -1.10 -0.148
C -2.1736 2.4529 3.9811 0.28 0.53 -0.69 -0.011
H 6.2994 1.2282 1.8836 -0.02 -0.06 1.12 0.107
H 5.2516 2.1487 0.9885 -0.64 -0.15 -0.38 0.110
H 5.0206 0.3585 1.1440 -0.61 0.20 0.08 0.097
H 3.5737 3.1996 2.0830 0.03 0.80 -0.14 0.151
H 5.0116 3.5197 3.0633 0.20 -0.23 0.10 0.164
H 2.9634 4.0864 4.3706 0.20 0.31 -0.70 0.157
H 3.7335 2.7717 5.0503 0.41 -0.34 0.16 0.132
H 1.4815 2.6729 3.2806 -0.60 -0.66 -0.50 0.141
H 1.1619 3.6023 5.5179 0.02 0.16 -0.43 0.142
H 1.7837 2.1537 6.1741 0.12 -0.49 -0.11 0.122
H -0.6605 1.8171 6.0726 -0.05 0.23 0.32 0.134
H -0.1949 0.9822 4.6664 0.21 -0.20 -0.75 0.103
H -2.9482 3.2190 3.9881 0.63 0.50 0.02 0.100
H -2.6306 1.6490 4.5592 0.83 -0.04 0.77 0.088
H -2.1072 2.0507 2.9699 0.24 0.21 -0.12 0.082
C -0.8477 -0.7986 -5.1860 0.74 -0.31 -0.73 -0.088
O -0.2935 -0.0330 -4.1560 -0.55 0.17 0.64 -0.255
C 1.0915 -0.1598 -3.8133 -1.46 0.04 0.61 -0.183
C 2.0083 0.5864 -4.7481 1.22 0.89 -0.25 -0.206
N 1.6296 1.9677 -4.9457 -0.43 -0.24 0.79 -0.039
C 2.2847 2.7451 -6.0078 -1.59 -1.39 0.26 -0.151
C 1.4063 3.9653 -6.2514 1.38 0.70 1.60 -0.252
O 1.9956 4.6996 -7.2414 -0.26 0.69 -2.78 -0.172
C 1.0929 5.6089 -7.8699 0.30 0.60 0.35 -0.081
H -0.1519 -0.7017 -6.0204 -0.51 -0.27 -0.61 0.095
H -1.8544 -0.4560 -5.4243 0.23 0.49 -0.07 0.089
H -0.9849 -1.8577 -4.9612 0.37 -0.22 0.36 0.081
H 1.3477 -1.2049 -3.6337 0.29 -0.21 -0.51 0.120
H 0.9727 0.2593 -2.8131 1.07 0.48 0.13 0.102
H 2.1471 0.0712 -5.7010 -0.30 -0.37 -0.29 0.118
H 3.0255 0.6766 -4.3630 0.18 -0.72 0.43 0.123
H 0.6198 2.0000 -4.9283 -0.06 0.58 -0.35 0.084
H 2.3919 2.0721 -6.8605 -0.01 0.27 -0.58 0.121
H 3.2906 3.0627 -5.7332 -0.06 0.08 0.20 0.128
H 1.6140 4.5753 -5.3691 -0.85 -0.08 0.80 0.132
H 0.3243 3.8971 -6.3694 -0.03 -0.79 -0.09 0.110
H 0.7302 6.3340 -7.1394 0.23 0.32 0.16 0.088
H 0.1635 5.2039 -8.2729 0.20 -0.82 -0.13 0.085
H 1.6310 6.1200 -8.6672 0.00 -0.07 0.14 0.094
C 0.1952 3.1772 -1.1423 -2.20 0.77 0.56 -0.082
O -0.5692 3.3240 -2.3583 2.28 1.39 0.57 -0.145
C -1.5549 2.3642 -2.4187 -0.23 -1.64 0.75 -0.288
C -2.2155 2.2517 -3.7314 -0.94 0.40 -1.38 -0.191
N -3.2767 3.3119 -4.0415 2.40 -2.29 0.17 -0.003
C -3.7038 3.1422 -5.4340 -1.58 1.40 0.13 -0.219
C -2.7337 3.7080 -6.4630 -0.26 0.48 0.51 -0.190
O -2.3525 5.0171 -6.0039 1.07 -0.45 0.68 -0.225
C -3.3415 5.9862 -6.2666 -0.47 -0.17 -0.43 -0.097
H 0.6554 2.2116 -0.9323 0.16 -0.13 -0.86 0.040
H -0.5823 3.2935 -0.3836 -0.09 -0.31 0.66 0.079
H 0.8522 3.9976 -0.8547 0.30 0.09 -1.18 0.091
H -2.3056 2.4502 -1.6305 -0.06 0.30 0.37 0.128
H -1.0184 1.4218 -2.2882 -0.31 -0.61 0.22 0.091
H -2.6176 1.2463 -3.8627 -0.68 0.03 0.56 0.110
H -1.3915 2.1402 -4.4390 0.08 0.83 -0.55 0.089
H -2.6956 4.1403 -4.0396 -0.31 0.67 0.02 0.090
H -4.5594 3.8145 -5.5118 -0.33 -0.15 -0.02 0.095
H -4.1597 2.1696 -5.6194 0.59 -0.27 -0.08 0.123
H -3.1918 3.9054 -7.4327 -0.12 -0.80 -0.22 0.122
H -1.8798 3.0341 -6.5336 0.43 0.55 -0.25 0.103
H -3.4283 6.0118 -7.3536 -0.44 0.51 -0.08 0.094
H -3.1252 6.9730 -5.8586 0.74 -0.21 -0.11 0.096
H -4.3013 5.7384 -5.8116 -0.16 -0.21 -0.15 0.082
C -0.7555 -6.2221 5.2526 0.29 0.18 -0.25 -0.007
O 0.2929 -5.2844 5.7008 -1.64 -0.02 -1.29 -0.354
C 1.0817 -5.7839 6.7137 2.04 -0.23 0.44 -0.271
C 2.1973 -4.8275 7.0005 0.27 0.31 0.47 -0.175
N 3.0094 -4.3556 5.8235 -1.34 1.48 2.27 -0.211
C 3.3409 -5.3911 4.9356 1.70 -1.35 -0.61 -0.259
C 4.3463 -4.8907 3.8874 0.38 -2.17 -0.93 -0.224
O 3.7810 -3.8449 3.2116 -2.30 2.44 -1.25 -0.390
C 4.4065 -3.4092 1.9644 0.44 -0.93 0.95 -0.008
H -1.5791 -5.6154 4.8781 -0.01 -0.14 0.12 0.099
H -1.0902 -6.9077 6.0307 0.03 0.46 0.35 0.111
H -0.3734 -6.8672 4.4610 0.19 0.18 -0.14 0.100
H 1.6728 -6.6546 6.4253 -1.01 -0.89 -0.19 0.135
H 0.5747 -5.9168 7.6696 -0.33 -0.41 -0.20 0.158
H 2.8587 -5.4143 7.6391 0.08 0.31 0.42 0.146
H 1.7630 -4.0016 7.5648 0.53 0.44 -0.08 0.127
H 3.8595 -4.0350 6.2675 0.23 0.43 -0.20 0.134
H 2.4040 -5.8171 4.5728 0.06 0.15 -1.04 0.107
H 3.7670 -6.2673 5.4279 0.38 -0.07 0.21 0.151
H 4.5067 -5.7047 3.1777 -0.17 -0.43 -0.04 0.139
H 5.3816 -4.6203 4.1014 -0.06 -0.07 1.41 0.151
H 5.0651 -4.2238 1.6626 0.06 0.11 -0.28 0.106
H 5.0102 -2.5333 2.1992 -0.21 0.11 -0.38 0.098
H 3.6418 -3.2736 1.2009 0.09 0.30 0.20 0.093
C -6.5449 -4.9755 1.9059 0.48 -0.28 0.04 -0.112
O -5.4757 -4.0290 2.0797 -1.14 1.38 -0.41 -0.200
C -5.9949 -2.6948 1.7528 0.70 -0.47 0.20 -0.200
C -4.9144 -1.5901 1.6379 -0.87 -1.60 -1.30 -0.201
N -4.0008 -1.9196 0.5548 1.34 0.00 1.41 -0.067
C -2.8868 -0.9977 0.3657 -1.47 -0.32 -2.16 -0.204
C -1.9473 -1.4357 -0.7558 0.81 -0.04 1.96 -0.213
O -1.3906 -2.6730 -0.3309 0.16 -0.37 -0.96 -0.194
C -0.5788 -3.2706 -1.3206 -0.34 -1.01 -0.41 -0.110
H -6.6948 -5.2966 0.8741 0.39 0.22 -0.32 0.086
H -7.5244 -4.6045 2.2091 0.13 0.16 0.50 0.087
H -6.2595 -5.8632 2.4697 -0.21 0.09 0.12 0.085
H -6.7236 -2.3755 2.4990 -0.04 -0.14 0.24 0.119
H -6.5464 -2.7791 0.8154 0.08 0.12 -0.26 0.119
H -4.4175 -1.4689 2.6011 0.33 -0.02 -0.04 0.107
H -5.4665 -0.6783 1.4024 -0.15 0.35 0.28 0.115
H -4.3369 -2.4467 -0.2368 -0.06 0.26 0.17 0.130
H -2.3606 -0.8056 1.3010 0.02 0.02 0.06 0.102
H -3.3067 -0.0969 -0.0876 0.18 0.96 0.66 0.115
H -1.0895 -0.7615 -0.7801 -0.20 0.63 -0.34 0.088
H -2.4166 -1.4126 -1.7397 -0.13 -0.53 -0.03 0.135
H -0.8913 -3.0936 -2.3506 -0.30 0.51 0.01 0.085
H -0.7071 -4.3497 -1.2300 0.31 -0.09 0.28 0.091
H 0.4827 -3.0205 -1.2846 0.15 0.26 0.35 0.072
```
Positions in Å, forces in eV/Å.



4.
DFT (ωB97M-V with the def2-TZVPD basis set) results for C2H2BeO3 as an isolated structure in a non-equilibrium geometry.

Results
Maximum force ... 2.67 eV/Å
LUMO level (spin up / spin down) ... -7.650 / -6.872 eV
HOMO (spin up / spin down) ... -13.3487 / -16.3780 eV
Net charge ... +1
Kohn-Sham gap (spin up / spin down) ... 5.70 / 9.51 eV
<S²> ... 0.7537
Spin multiplicity ... 2

Structure (XYZ):
```
8
Properties=species:S:1:pos:R:3:forces:R:3:lowdin_spin:R:1
H -0.5110 0.3180 1.4042 0.39 -0.33 0.10 0.007
O 1.4608 0.5488 0.5945 -1.05 -0.69 -0.11 0.005
O 1.0628 1.1316 -0.6619 0.63 0.18 -0.65 0.118
C 0.1134 -0.0958 0.5989 -1.01 -0.22 -1.00 0.023
C -0.0718 0.5266 -0.7622 1.64 0.52 2.04 0.257
Be -1.3510 0.7900 -1.7014 -1.54 0.52 -1.45 0.581
O 0.0905 -1.4604 0.3852 1.08 0.11 0.80 0.008
H -0.7939 -1.7589 0.1427 -0.13 -0.09 0.27 0.001
```
Positions in Å, forces in eV/Å.